a.
Molecular formula: C3H7NO2
Method: DFT, ωB97M-V/def2-TZVPD

Summary:
Charge: 0
Frontier orbital gap, eV: 10.734
LUMO level, eV: 0.74
SMILES: C[C@@H]1OC1=O.N

CARTESIAN COORDINATES (ANGSTROEM)
C 0.282 -1.528 0.676
C -0.463 -0.270 1.022
O -1.938 -0.394 1.154
C -1.473 0.293 0.147
O -1.793 0.910 -0.805
H 0.613 -2.042 1.574
H 1.153 -1.277 0.076
H -0.355 -2.203 0.107
H -0.038 0.354 1.801
N 1.269 1.586 -1.517
H 0.641 2.298 -1.866
H 0.933 0.697 -1.865
H 1.169 1.575 -0.505

b.
Molecular formula: C3H7NO2
Method: DFT, ωB97M-V/def2-TZVPD

Summary:
Charge: 0
Frontier orbital gap (spin up / spin down), eV: 9.094 / 8.773
LUMO level (spin up / spin down), eV: 0.51 / 0.72

CARTESIAN COORDINATES (ANGSTROEM)
C 1.912 0.746 0.225
N 0.825 -1.248 0.332
C -1.358 0.708 -0.409
C -1.843 0.201 0.717
O 1.521 -0.352 -0.348
O 0.364 -2.207 -0.533
H 0.327 -1.842 -1.429
H -1.597 0.281 -1.374
H 2.398 1.441 -0.437
H 2.153 0.751 1.271
H -0.720 1.606 -0.416
H -2.313 -0.778 0.736
H -1.670 0.693 1.662

c.
Molecular formula: C3H7NO2
Method: DFT, ωB97M-V/def2-TZVPD

Summary:
Charge: 0
Frontier orbital gap, eV: 10.404
LUMO level, eV: 0.78
SMILES: C[C@@H](O)C(N)=O

CARTESIAN COORDINATES (ANGSTROEM)
C -1.558 0.212 -0.247
C -0.318 -0.157 0.559
O -0.017 -1.545 0.496
C 0.864 0.726 0.142
N 1.942 0.065 -0.348
O 0.797 1.939 0.247
H -1.660 1.298 -0.290
H -2.459 -0.218 0.201
H -1.468 -0.160 -1.276
H -0.492 0.079 1.614
H -0.403 -1.898 -0.315
H 1.989 -0.938 -0.275
H 2.784 0.598 -0.507

d.
Molecular formula: C3H7NO2
Method: DFT, ωB97M-V/def2-TZVPD

Summary:
Charge: 0
Frontier orbital gap, eV: 8.554
LUMO level, eV: 0.60
SMILES: [NH3+]/C([O-])=C\CO

CARTESIAN COORDINATES (ANGSTROEM)
N -1.437 -0.737 -0.325
C -0.639 0.294 -1.174
O -0.959 0.503 -2.313
C 0.051 1.011 -0.126
C 1.177 0.333 0.632
O 0.788 -0.962 1.105
H -0.883 -1.544 -0.038
H -2.342 -0.972 -0.725
H -1.196 0.239 0.424
H 0.345 2.019 -0.428
H 2.074 0.220 -0.001
H 1.455 0.975 1.480
H 1.567 -1.379 1.492

Among the structures above, stability is greatest for c.